Entry 1:
This record from the OMol25 dataset describes C2H2N4O2 in the gas phase. The level of theory is the ωB97M-V functional and the def2-TZVPD basis.

Calculated values
- SMILES = [H]/N=c1\nnoc(=O)[nH]1

Each line ends with the Löwdin charge.
Positions of all 10 atoms, in Å:
H 2.087 1.892 -0.035  0.122
N 1.013 1.789 0.280  0.120
C 0.525 0.691 -0.111  -0.509
N 1.177 -0.136 -1.115  0.146
N 0.725 -1.374 -1.033  0.078
O -0.300 -1.815 -0.196  0.028
C -1.233 -0.881 0.202  -0.452
O -2.390 -1.247 0.225  0.157
N -0.547 0.285 0.591  0.192
H -1.057 0.796 1.191  0.117


Entry 2:
This record from the OMol25 dataset describes 2 unconnected molecules or ions with the total composition C5H15NOS. The level of theory is the ωB97M-V functional and the def2-TZVPD basis.

Calculated values
- SMILES = CCN[C@@H](C)CS.O

Each line ends with the Löwdin charge.
Positions of all 23 atoms, in Å:
C -1.295 -1.818 0.073  -0.102
C 0.007 -2.202 -0.686  -0.284
N 0.655 -0.992 -1.138  -0.091
C 1.695 -0.277 -0.363  -0.445
C 2.876 -1.264 -0.174  -0.061
C 1.910 1.045 -1.081  -0.520
S 1.313 2.498 -0.159  0.707
H -2.013 -2.645 0.012  0.064
H -1.080 -1.668 1.137  0.058
H -1.709 -0.865 -0.257  0.068
H -0.384 -2.717 -1.568  0.107
H 0.581 -2.921 -0.080  0.106
H 0.981 -1.121 -2.084  0.101
H 1.271 -0.098 0.618  0.109
H 2.773 -1.808 0.775  0.071
H 2.877 -2.140 -0.827  0.070
H 3.869 -0.797 -0.215  0.071
H 3.006 1.183 -1.182  0.073
H 1.578 1.045 -2.114  0.072
H 2.286 2.800 0.674  -0.173
O -7.018 0.587 2.622  -0.060
H -6.488 1.399 2.596  0.040
H -6.524 -0.113 3.033  0.020


Entry 3:
This record from the OMol25 dataset describes 2 unconnected molecules or ions with the total composition C3H3O3S. The level of theory is the ωB97M-V functional and the def2-TZVPD basis.

Calculated values
- net charge = -1

Each line ends with the Löwdin charge.
Positions of all 10 atoms, in Å:
C 0.408 0.713 -0.187  -0.529
C -0.148 1.743 0.352  -0.082
C 0.650 -0.717 -0.225  -0.084
O 1.568 4.206 0.990  -0.573
O 0.324 4.781 -0.903  -0.578
O 1.362 0.303 -1.034  -0.016
S 1.164 3.708 -0.321  0.691
H -1.018 1.669 1.010  0.014
H 1.252 -0.918 0.558  0.048
H 0.089 -1.614 -0.587  0.108


Entry 4:
This record from the OMol25 dataset describes a gas-phase ion, C5H7N2O2S (charge -1). The level of theory is the ωB97M-V functional and the def2-TZVPD basis.

Calculated values
- SMILES = C/N=[N+](\[O-])C=C=C([O-])SC
- net charge = -1

Each line ends with the Löwdin charge.
Positions of all 17 atoms, in Å:
C 2.503 -0.452 0.238  -0.092
N 1.224 -1.110 0.418  0.033
N 0.995 -2.159 -0.165  -0.377
O 1.854 -2.863 -0.716  -0.065
C -0.326 -2.715 -0.082  -0.110
C -1.428 -2.081 0.245  -0.057
C -2.090 -1.022 0.587  -0.694
O -2.584 -0.537 1.546  -0.064
S -2.853 0.102 -1.003  0.615
C -4.450 0.502 -0.268  -0.509
H 3.373 -1.008 0.658  0.087
H 2.628 -0.568 -0.822  0.062
H 2.484 0.563 0.435  0.039
H -0.284 -3.683 -0.581  0.090
H -5.158 0.597 -1.104  0.006
H -4.285 1.479 0.237  0.024
H -4.723 -0.383 0.286  0.014


Entry 5:
This record from the OMol25 dataset describes 2 unconnected molecules or ions with the total composition C6H12N2. The level of theory is the ωB97M-V functional and the def2-TZVPD basis.

Calculated values
- SMILES = C/C=C/NN.C#CC

Each line ends with the Löwdin charge.
Positions of all 20 atoms, in Å:
C -1.776 2.596 -0.234  -0.105
C -2.089 1.011 0.022  -0.130
C -1.130 0.075 -0.100  -0.206
N -1.153 -1.276 0.175  -0.128
N -2.251 -1.783 0.951  -0.006
H -0.896 3.083 0.275  0.069
H -2.641 3.195 -0.148  0.022
H -1.494 2.577 -1.327  0.066
H -3.161 0.861 -0.063  0.072
H -0.090 0.233 -0.200  0.093
H -0.227 -1.560 0.384  0.024
H -2.176 -1.213 1.881  0.116
H -3.172 -1.649 0.556  0.059
C 2.062 -2.090 0.140  0.069
C 2.794 -1.225 -0.187  -0.199
C 3.887 -0.277 -0.563  -0.107
H 1.113 -2.442 0.563  0.036
H 4.123 0.481 0.207  0.076
H 3.435 0.193 -1.506  0.096
H 4.841 -0.789 -0.825  0.082


Entry 6:
This record from the OMol25 dataset describes C4H7NO in the gas phase. The level of theory is the ωB97M-V functional and the def2-TZVPD basis.

Calculated values
- SMILES = C[C@H]1CNC1=O

Each line ends with the Löwdin charge.
Positions of all 13 atoms, in Å:
C 1.447 0.207 0.599  -0.063
C 0.419 0.018 -0.506  -0.247
C -0.666 -1.041 -0.197  -0.135
N -1.589 0.065 0.024  0.088
C -0.727 1.044 -0.397  -0.478
O -0.852 2.230 -0.570  0.078
H 2.115 -0.654 0.696  0.078
H 2.044 1.103 0.414  0.083
H 0.926 0.334 1.556  0.090
H 0.869 -0.058 -1.501  0.141
H -0.469 -1.660 0.684  0.113
H -0.942 -1.674 -1.047  0.111
H -2.574 0.087 0.246  0.142


Entry 7:
This record from the OMol25 dataset describes 2 unconnected molecules or ions with the total composition C10H16. The level of theory is the ωB97M-V functional and the def2-TZVPD basis.

Calculated values
- SMILES = CCc1ccccc1.CC

Each line ends with the Löwdin charge.
Positions of all 26 atoms, in Å:
C -2.421 2.186 0.129  -0.079
C -1.366 1.142 0.409  -0.274
C -1.010 0.020 -0.463  -0.234
C -0.904 -0.177 -1.829  -0.049
C 0.062 -1.027 -2.323  -0.127
C 0.815 -1.753 -1.508  -0.124
C 0.628 -1.893 -0.124  -0.111
C -0.346 -1.054 0.339  -0.092
H -2.154 3.182 0.000  0.035
H -2.977 2.166 1.113  0.095
H -2.766 1.776 -0.893  0.097
H -0.326 1.506 0.710  0.108
H -1.498 0.740 1.508  0.119
H -1.729 0.469 -2.355  0.141
H 0.118 -1.134 -3.351  0.087
H 1.665 -2.480 -1.839  0.138
H 0.790 -2.688 0.573  0.108
H -0.895 -1.061 1.419  0.151
C 1.660 0.213 2.360  -0.215
C 2.448 1.245 1.578  -0.194
H 2.141 -0.389 3.285  0.114
H 0.600 0.738 2.587  0.088
H 1.353 -0.677 1.758  0.004
H 1.987 1.751 0.586  0.115
H 2.792 2.027 2.108  -0.013
H 3.491 0.661 1.381  0.111


These records have relative energy (zero: lowest compared OMol25 entry of this formula, charge and spin) values of 4.593, 1.304, 4.202, 6.326, 5.160, 0.802, 4.862 eV, in the order they appear.
These records have LUMO level values of -1.143, 0.843, 3.855, 3.595, 0.822, 0.989, 0.892 eV, in the order they appear.